Entry from the Open Molecules 2025 dataset: a cluster of 9 separate species, C9H36N18O9 in total in a non-equilibrium geometry (ωB97M-V/def2-TZVPD).

Geometry as ORCA input:
```
! wB97M-V def2-TZVPD RIJCOSX def2/J DEFGRID3
* xyz 0 1
C 3.57888 -1.16316 4.66262
O 2.95044 -2.05639 5.19389
N 4.70591 -1.38746 4.17494
N 3.15516 0.05301 4.53899
H 5.20844 -0.77234 3.55108
H 4.96304 -2.35522 4.30699
H 3.93437 0.68788 4.43961
H 2.40516 0.20144 5.19897
C -4.91066 -0.89752 -0.89006
O -5.64932 -0.38889 -0.11945
N -5.25272 -1.22672 -2.15826
N -3.70711 -1.03406 -0.55940
H -6.19181 -1.07708 -2.49858
H -4.61037 -1.46180 -2.90137
H -3.51730 -0.52126 0.28978
H -2.99985 -1.34543 -1.20973
C -1.83760 -3.86945 4.42548
O -1.49404 -4.62660 5.29072
N -1.15332 -2.82697 3.96003
N -2.91893 -4.10113 3.74419
H -0.29619 -2.70285 4.47965
H -1.36861 -2.26440 3.14931
H -3.52785 -4.88398 3.93517
H -3.27205 -3.32836 3.19809
C 1.30729 0.27168 -0.86220
O 1.31989 -0.90996 -0.80480
N 1.82755 0.94568 -1.78589
N 1.00151 1.05967 0.05328
H 2.13579 1.84018 -1.43242
H 1.76711 0.55966 -2.71726
H 0.82710 0.53881 0.90086
H 1.01920 2.05744 -0.10247
C 3.31880 3.84977 -6.36138
O 2.48244 4.65621 -5.93326
N 3.19180 2.64664 -6.73913
N 4.59298 4.26716 -6.47188
H 3.97395 2.10047 -7.07086
H 2.29079 2.20351 -6.63005
H 4.85070 5.09683 -5.95678
H 5.34403 3.61129 -6.63264
C -0.35335 -1.54144 -5.72167
O -1.17475 -0.87900 -5.16425
N -0.22436 -1.87642 -6.90937
N 0.50004 -2.08555 -4.95193
H 0.50318 -2.43342 -7.33429
H -0.94835 -1.49045 -7.49840
H 1.46706 -2.31118 -5.13647
H 0.26269 -1.78450 -4.01751
C -4.05961 0.93116 4.13332
O -3.24732 0.59625 3.33715
N -4.53100 0.27147 5.19118
N -4.65720 2.06197 4.05554
H -5.00612 0.77798 5.92454
H -4.24332 -0.69343 5.27063
H -5.32971 2.47559 4.68542
H -4.34186 2.48028 3.19202
C 2.65797 -5.45286 2.40265
O 3.59829 -6.06503 1.92990
N 1.88397 -5.93467 3.33829
N 2.36644 -4.24404 1.92009
H 1.16527 -5.40355 3.80891
H 2.06716 -6.90854 3.53352
H 2.74208 -3.99814 1.01537
H 1.64030 -3.70423 2.36890
C -0.24155 6.40347 -1.05261
O 0.13710 5.23808 -1.04779
N -0.12291 7.21220 -2.09300
N -0.61790 7.10773 -0.12029
H -0.28691 8.20880 -2.09451
H 0.34693 6.77560 -2.87322
H -0.50535 6.86683 0.85407
H -0.89131 7.95247 -0.60171
*
```

Its energy above the lowest of the compared OMol25 structures with the same formula, charge and spin is 913.5 kJ/mol. As for the SMILES: NC(N)=O.NC(N)=O.NC(N)=O.NC(N)=O.NC(N)=O.NC(N)=O.NC(N)=O.NC(N)=O.NC(N)=O.



Entry from the Open Molecules 2025 dataset: a structure of composition C4H7N4O2 in a non-equilibrium geometry (ωB97M-V/def2-TZVPD).

Geometry as ORCA input:
```
! wB97M-V def2-TZVPD RIJCOSX def2/J DEFGRID3
* xyz -1 1
C 0.02657 -2.20942 0.14037
C 0.63854 0.86530 1.08417
C 0.29739 0.69079 -0.42629
C -0.51667 -0.56323 -0.72418
N 0.17297 -4.25829 0.35155
N -0.32968 -3.37061 -0.44117
N 0.70345 -2.34747 1.26531
N 0.79104 -3.67683 1.33585
O -0.31045 -1.08112 -2.04980
O -1.82982 -0.43228 -0.38570
H 1.53246 1.55691 1.34144
H -0.20781 1.28475 1.49878
H 0.73190 -0.12202 1.66282
H -0.35846 1.40831 -0.86516
H 1.24843 0.55064 -0.80237
H 0.19974 -1.90059 -1.97936
H -2.48419 -0.99704 -0.85961
*
```

Its energy above the lowest of the compared OMol25 structures with the same formula, charge and spin is 0.0 kJ/mol.



Entry from the Open Molecules 2025 dataset: a cluster of 2 separate species, C24H34B2F2IN3O7 in total in a non-equilibrium geometry (ωB97M-V/def2-TZVPD).

Geometry as ORCA input:
```
! wB97M-V def2-TZVPD RIJCOSX def2/J DEFGRID3
* xyz 0 1
C 3.33156 1.32298 -2.12990
C 2.85115 0.13084 -2.45444
C 1.98960 -1.16821 -2.86815
C 2.22074 -2.33632 -1.77166
C 0.83624 -2.76982 -1.00355
C 0.49924 -1.76398 0.21072
C -0.74839 -0.74274 -0.12493
C -0.15431 0.75504 0.17506
C -1.09548 1.91838 -0.46287
C -2.52452 2.08586 0.29723
O -0.36460 3.16073 -0.63914
C 0.12207 3.69846 0.61758
C 0.52144 5.25626 0.30821
C 1.86181 5.93667 0.77679
C 2.07936 7.46061 0.32635
C 0.98485 8.25267 -0.52843
C -0.34880 7.55629 -0.99322
C -0.56726 6.05248 -0.55865
N -1.97916 -1.04429 0.67605
C -1.70516 -1.12487 2.12457
N -2.62184 -0.80744 3.05063
C -4.00169 -0.32621 2.70681
I -2.12740 -0.98308 5.07491
N -0.35932 -1.54667 2.61224
C 0.13831 -2.53146 1.59018
B 1.39687 -3.33087 2.26521
O 1.13380 -4.02148 3.53659
O 2.72493 -3.41861 1.67346
C 3.75927 -3.19342 2.69915
C 4.26854 -4.63376 3.22402
H 3.63255 2.31993 -1.65696
H 0.87073 -0.92708 -2.97281
H 2.33885 -1.57223 -3.90130
H 2.70442 -3.28950 -2.23760
H 2.98295 -1.98300 -0.96357
H -0.04678 -2.83734 -1.76462
H 1.02095 -3.84993 -0.62505
H 1.44896 -1.12232 0.40204
H -0.99449 -0.87097 -1.25859
H 0.84574 0.80202 -0.42757
H 0.11251 0.91988 1.28293
H -1.35928 1.54528 -1.53784
H -2.85279 3.20298 0.20833
H -2.43887 1.84168 1.43581
H -3.34058 1.44207 -0.21122
H -0.67951 3.75735 1.45353
H 1.02274 3.11808 1.06475
H 2.64445 5.37084 1.40939
H 3.07753 7.97421 0.63584
H 1.12153 9.36481 -0.84226
H -1.17616 8.03401 -1.63414
H -1.54214 5.50839 -0.88661
H -2.49384 -1.87098 0.31661
H -3.99412 0.83630 2.62637
H -4.72958 -0.58928 3.55957
H -4.36951 -0.82260 1.73581
H 0.30920 -0.74323 2.62446
H -0.69265 -3.30365 1.33730
H 1.11931 -3.29008 4.21126
H 3.36532 -2.49862 3.54776
H 4.69735 -2.65523 2.26188
H 5.07067 -4.54457 4.05616
H 3.42271 -5.30785 3.63691
H 4.72365 -5.22651 2.32715
B -3.94237 -2.93352 -5.23117
O -4.09704 -3.26863 -3.80422
C -2.89994 -3.15574 -3.23997
O -2.67513 -3.36190 -2.06254
C -1.91995 -2.75032 -4.24380
O -0.73814 -2.56086 -4.04775
O -2.51686 -2.61448 -5.42300
F -4.75336 -1.79383 -5.56180
F -4.31223 -4.05716 -6.04623
*
```

Its energy above the lowest of the compared OMol25 structures with the same formula, charge and spin is 895.1 kJ/mol.



Entry from the Open Molecules 2025 dataset: a structure of composition C33H41BBrF5NO7P3Si2 in a non-equilibrium geometry (ωB97M-V/def2-TZVPD).

Geometry as ORCA input:
```
! wB97M-V def2-TZVPD RIJCOSX def2/J DEFGRID3
* xyz 0 1
C -2.12285 0.15074 -1.13545
O -1.03280 -0.38239 -0.30397
B -1.45340 -0.45359 1.14136
O -1.73289 -1.86384 1.59393
Si -1.66323 1.11603 2.22414
O -0.82925 2.54940 1.77189
Si 0.77283 2.39464 1.13758
C 1.98297 1.20874 2.03030
O 1.90304 -0.21064 1.68837
O 3.08678 -0.62776 1.31271
P 0.82259 2.23140 -1.10128
N 1.55315 0.88796 -1.62222
P -3.84247 1.63073 1.98781
C -4.86226 0.03246 1.66379
O -4.45643 2.20503 3.55045
P -1.51594 0.74085 4.42790
O 0.10814 0.99726 5.00435
Br -1.94075 -1.45616 4.91226
H -1.88467 -0.11628 -2.26245
H -3.14651 -0.38049 -0.87220
H -2.29648 1.30389 -0.95217
H -0.96965 -2.16228 2.18520
H 1.38572 3.73931 1.34848
H 1.95377 1.29556 3.19987
H 3.08190 1.56261 1.72109
H 3.18149 -1.62533 1.51143
H -0.53435 2.40825 -1.63707
H 1.58291 3.34920 -1.67490
H 1.84382 0.37962 -0.76505
H -4.81064 -0.31961 0.54426
H -4.49561 -0.87305 2.35028
H -6.01813 0.16128 1.91641
H -4.80021 1.35910 4.00972
H 0.18651 2.01053 5.10517
F 3.42616 -2.77946 9.93167
C 2.65810 -2.22711 8.98319
C 1.67090 -2.99156 8.37105
C 0.86756 -2.41537 7.38707
C 1.06790 -1.08288 7.01816
C 2.06474 -0.32531 7.63488
C 2.86038 -0.89850 8.62658
H 1.53540 -4.02735 8.66469
H 0.08785 -3.00227 6.90794
H 0.44404 -0.63519 6.24749
H 2.22152 0.71037 7.34320
H 3.63383 -0.32155 9.12258
F -4.03926 2.69233 -1.24502
C -5.20145 2.42570 -1.85562
C -6.37098 2.36821 -1.10560
C -7.58204 2.09570 -1.74173
C -7.60837 1.87271 -3.12063
C -6.42838 1.92757 -3.86395
C -5.21931 2.21112 -3.22928
H -6.32993 2.53586 -0.03431
H -8.50311 2.05625 -1.16551
H -8.55253 1.65578 -3.61568
H -6.45075 1.74961 -4.93639
H -4.29402 2.26642 -3.79311
F 4.87138 -2.84076 -6.06385
C 4.01298 -1.84756 -5.79679
C 3.64425 -0.97065 -6.81106
C 2.74653 0.06051 -6.53468
C 2.23550 0.20994 -5.24306
C 2.61560 -0.67231 -4.23059
C 3.50457 -1.70996 -4.50998
H 4.05791 -1.09722 -7.80621
H 2.44591 0.74667 -7.32257
H 1.53879 1.01705 -5.02688
H 2.21973 -0.55154 -3.22510
H 3.80377 -2.41013 -3.73708
F -2.79996 0.62058 -4.65098
C -2.66065 0.90659 -5.95229
C -3.69088 0.59968 -6.83439
C -3.54835 0.90198 -8.18860
C -2.37143 1.49851 -8.64772
C -1.34102 1.79807 -7.75527
C -1.48842 1.50587 -6.39957
H -4.59434 0.12882 -6.46090
H -4.35111 0.67316 -8.88513
H -2.25889 1.73004 -9.70474
H -0.42429 2.25858 -8.11558
H -0.70118 1.74008 -5.69067
F 3.96104 -3.79416 3.54750
C 5.20163 -3.29255 3.48469
C 5.86724 -3.26428 2.26411
C 7.15700 -2.73738 2.19729
C 7.77151 -2.25416 3.35515
C 7.09710 -2.29154 4.57650
C 5.80327 -2.80817 4.64086
H 5.37721 -3.65175 1.37686
H 7.68294 -2.70360 1.24639
H 8.77920 -1.84738 3.30339
H 7.57897 -1.91864 5.47708
H 5.26115 -2.83666 5.58023
*
```

Its total energy is -6564.6553 a.u.



Entry from the Open Molecules 2025 dataset: a structure of composition C16H17N4O11P2V in a non-equilibrium geometry (ωB97M-V/def2-TZVPD).

Geometry as ORCA input:
```
! wB97M-V def2-TZVPD RIJCOSX def2/J DEFGRID3
* xyz -1 2
V 0.73058 0.06170 -0.28167
O 0.79281 4.32333 4.03076
C 0.70586 3.35165 3.03958
C -0.44010 3.16801 2.26323
C -0.45540 2.17117 1.32271
N 0.64121 1.37360 1.11419
C 1.78712 1.59803 1.84664
C 1.84081 2.55834 2.81033
C 2.95663 0.82076 1.30101
O 4.01208 0.72773 1.90059
O 2.67413 0.31580 0.11136
C -1.58581 1.81431 0.43108
O -2.48114 2.60549 0.13194
O -1.46520 0.57527 -0.02006
H -0.03781 4.80305 4.05323
H -1.31923 3.79563 2.37077
H 2.76086 2.70220 3.36558
N -1.63795 1.51625 -2.78963
C -0.73696 0.47265 -3.45939
C -1.00515 0.43396 -4.96554
P -1.08485 -1.22069 -2.68058
O -2.50957 -0.94411 -1.98040
O -1.21853 -2.22035 -3.75413
O -0.04085 -1.38028 -1.57981
P 0.99267 1.00188 -3.01591
O 1.25282 2.15724 -4.13466
O 2.02784 -0.04285 -3.13935
O 0.72778 1.70921 -1.67965
H -2.41106 1.07440 -2.29346
H -2.00179 2.17468 -3.47148
H -1.10508 2.01291 -2.09473
H -2.02885 0.10987 -5.17174
H -0.35036 -0.29847 -5.43278
H -0.81608 1.41130 -5.41632
H -2.37369 -0.50746 -1.10083
H 2.16656 2.07176 -4.44179
N 1.90705 -3.47999 1.50183
C 2.02106 -2.33566 0.78811
N 0.95686 -1.58360 0.90026
C 0.07398 -2.28554 1.73187
C -1.20512 -1.94426 2.16045
C -1.85200 -2.83655 2.99421
C -1.24582 -4.04261 3.39289
C 0.02300 -4.38635 2.96417
C 0.66295 -3.47929 2.12426
H 2.60729 -4.19355 1.55541
H 2.89179 -2.07320 0.20688
H -1.65924 -1.01628 1.83071
H -2.85058 -2.60595 3.34639
H -1.78596 -4.71829 4.04722
H 0.49045 -5.31687 3.26623
*
```

Its energy above the lowest of the compared OMol25 structures with the same formula, charge and spin is 60.5 kJ/mol.



Entry from the Open Molecules 2025 dataset: a cluster of 2 separate species, C3H12BO3PS in total in a non-equilibrium geometry (ωB97M-V/def2-TZVPD).

Geometry as ORCA input:
```
! wB97M-V def2-TZVPD RIJCOSX def2/J DEFGRID3
* xyz 0 1
C 2.53592 -1.91863 1.02563
C 1.77954 -1.23867 0.17516
P 0.21144 -0.34095 0.75215
S -1.61980 0.83553 1.59656
B -1.01293 -1.83659 0.58674
O -2.12678 -1.75704 -0.20191
O -0.76484 -2.97012 1.29535
H 2.19683 -2.11885 2.04046
H 3.52223 -2.29470 0.77004
H 2.08838 -1.17669 -0.86879
H 0.85215 -0.03344 1.95513
H 0.25581 0.52636 -0.34072
H -1.07119 1.31773 2.71475
H -2.08542 -1.07547 -0.88113
H -1.59179 -3.43757 1.47527
C -0.27787 3.17458 -1.93196
O -0.78881 1.87085 -2.19338
H 0.78052 3.06256 -1.70910
H -0.38551 3.82826 -2.80076
H -0.77185 3.63124 -1.07141
H -1.72603 1.95161 -2.38809
*
```

As for the SMILES: C=C[PH2](S)B(O)O.CO. Its total energy is -1111.6088 a.u.